No. 1
Formula: C21H35BrF7N3O6RuS2Si
Source: the OMol25 dataset
Level of theory: ωB97M-V/def2-TZVPD

The calculation puts the relative energy (zero: lowest compared OMol25 entry of this formula, charge and spin) at 2.996 eV. The value obtained for the orbital gap (spin up / spin down) is 6.7645 / 7.2104 eV. The charge is +1. The expectation value of S² is 0.788. Its calculated total energy is -160287.0223 eV. As for the multiplicity: 2.

Each line ends with the Mulliken spin population.
Geometry (Å):
Ru 0.924 -2.796 -0.461  0.966
F 4.537 -5.660 -0.349  0.000
C 3.560 -5.048 0.295  -0.002
F 2.507 -4.968 -0.543  0.003
F 3.205 -5.785 1.338  0.000
S 4.062 -3.287 0.790  0.002
O 3.299 -2.480 -0.151  -0.006
O 5.468 -3.211 0.732  -0.001
N 3.474 -3.081 2.242  0.001
S 1.933 -2.836 2.275  0.001
O 1.483 -1.529 1.861  -0.001
O 1.179 -3.894 1.623  0.037
C 1.546 -2.983 4.098  0.000
F 2.340 -2.192 4.803  0.000
F 0.282 -2.630 4.316  0.000
F 1.719 -4.236 4.482  0.000
C -1.208 2.391 -2.529  0.002
C 0.279 2.757 -2.459  -0.003
C 0.977 2.014 -3.599  0.004
C 0.446 4.264 -2.683  0.000
Si 0.971 2.262 -0.660  -0.005
Br 0.779 -0.507 -1.123  0.011
C 2.922 2.533 -0.349  -0.002
C 3.715 2.323 -1.639  0.002
C 3.437 1.542 0.699  0.007
C 3.135 3.970 0.138  0.000
C -0.210 2.524 0.904  0.003
C 0.510 2.288 2.242  0.001
C -1.388 1.544 0.879  0.012
C -0.743 3.966 0.890  0.000
H -1.571 2.609 -3.531  0.000
H -1.808 2.964 -1.831  0.000
H -1.340 1.330 -2.347  0.000
H 0.483 2.274 -4.531  0.000
H 0.895 0.943 -3.466  0.003
H 2.020 2.279 -3.699  0.000
H 0.006 4.521 -3.644  0.000
H 1.492 4.550 -2.711  0.000
H -0.049 4.850 -1.917  0.000
H 3.544 1.334 -2.052  0.000
H 4.776 2.409 -1.408  0.000
H 3.486 3.081 -2.383  0.000
H 3.253 0.512 0.404  -0.003
H 3.003 1.710 1.677  0.000
H 4.515 1.671 0.791  0.000
H 2.779 4.697 -0.587  0.000
H 4.203 4.129 0.280  0.000
H 2.640 4.159 1.085  0.000
H 0.910 1.279 2.297  0.001
H -0.217 2.396 3.045  0.000
H 1.300 3.012 2.421  0.000
H -1.025 0.538 1.048  -0.013
H -1.936 1.565 -0.054  0.000
H -2.073 1.784 1.687  0.000
H 0.064 4.692 0.888  0.000
H -1.340 4.129 1.784  0.000
H -1.374 4.152 0.027  0.000
O -7.092 -2.542 0.051  0.000
C -6.388 -1.380 -0.260  0.000
N -5.535 -0.931 0.817  0.000
C -4.293 -1.323 1.181  0.000
O -3.717 -0.771 2.097  0.000
C -3.600 -2.414 0.412  -0.008
C -4.183 -3.520 -0.203  0.001
C -3.361 -4.429 -0.857  -0.004
C -1.988 -4.236 -0.853  0.002
N -1.439 -3.203 -0.222  -0.016
C -2.210 -2.317 0.383  -0.002
H -7.793 -2.354 0.685  0.000
H -7.075 -0.560 -0.496  0.000
H -5.780 -1.609 -1.140  0.000
H -5.914 -0.226 1.437  0.000
H -5.248 -3.693 -0.154  0.000
H -3.781 -5.279 -1.371  0.000
H -1.311 -4.920 -1.351  -0.001
H -1.726 -1.493 0.894  0.004
F 0.658 -3.625 -2.384  0.005

No. 2
Formula: C21H35FNiP2
Source: the OMol25 dataset
Level of theory: ωB97M-V/def2-TZVPD

The calculation puts the relative energy (zero: lowest compared OMol25 entry of this formula, charge and spin) at 1.603 eV. The value obtained for the orbital gap (spin up / spin down) is 5.3043 / 4.8418 eV. The expectation value of S² is 2.007. Its calculated total energy is -84671.4211 eV. As for the multiplicity: 3.

Each line ends with the Mulliken spin population.
Geometry (Å):
P -1.423 2.038 -1.318  0.006
P -2.001 -0.817 1.148  0.000
C -2.824 0.685 -1.085  0.000
C -2.920 0.595 0.444  0.002
H -2.606 -0.270 -1.635  0.000
H -3.779 1.077 -1.493  0.000
H -2.413 1.407 1.019  0.000
H -3.976 0.601 0.825  0.000
C -3.524 -1.903 0.910  0.000
H -3.521 -2.843 1.474  0.000
H -3.583 -2.208 -0.157  0.000
H -4.454 -1.365 1.185  0.000
C -1.746 -0.399 2.903  0.001
H -2.573 -0.768 3.532  0.000
H -1.724 0.694 3.009  -0.001
H -0.789 -0.796 3.265  0.000
C -1.970 2.324 -3.132  0.000
H -1.256 3.065 -3.505  0.000
H -2.997 2.738 -3.183  0.000
H -1.905 1.440 -3.781  0.000
C -2.572 3.317 -0.658  -0.002
H -2.969 3.068 0.335  0.000
H -3.423 3.424 -1.350  0.000
H -1.961 4.225 -0.604  0.000
Ni 1.925 2.430 1.738  1.680
C -0.862 -2.097 -0.070  0.001
C -0.953 -3.084 -1.080  -0.001
C -0.363 -2.989 -2.411  0.000
C 0.785 -1.998 -2.831  0.000
C 0.433 -0.599 -3.136  -0.001
C 0.244 0.342 -2.222  -0.007
C 0.795 0.125 -0.778  0.075
C 0.588 -1.234 -0.026  -0.006
C 2.563 3.711 0.260  0.146
H -0.711 -2.708 0.843  0.000
H -1.350 -4.152 -0.823  0.000
H -1.246 -2.720 -3.055  0.000
H 0.021 -3.947 -2.787  0.000
H 1.497 -1.956 -2.020  0.000
H 1.406 -2.312 -3.681  0.000
H 0.259 -0.282 -4.193  0.000
H 0.359 1.404 -2.616  0.001
H 0.460 0.950 -0.121  -0.071
H 1.870 0.267 -1.003  0.006
H 1.478 -1.853 -0.321  0.002
H 0.911 -1.181 1.032  -0.003
H 3.076 4.578 0.741  0.004
H 1.743 4.093 -0.415  0.002
H 3.309 3.172 -0.357  -0.008
F 4.647 -3.025 3.484  0.000
C 4.456 -1.701 3.094  -0.003
C 4.347 -0.736 4.111  0.015
C 3.813 0.544 3.753  -0.020
C 3.436 0.856 2.443  0.223
C 3.772 -0.085 1.466  -0.069
C 4.166 -1.448 1.760  0.011
H 4.521 -1.008 5.163  0.000
H 3.811 1.393 4.442  0.004
H 3.545 0.215 0.433  0.015
H 4.155 -2.295 1.038  -0.001

No. 3
Formula: C21H35FNiP2
Source: the OMol25 dataset
Level of theory: ωB97M-V/def2-TZVPD

The calculation puts the relative energy (zero: lowest compared OMol25 entry of this formula, charge and spin) at 0.366 eV. The value obtained for the orbital gap (spin up / spin down) is 7.0881 / 6.3772 eV. The expectation value of S² is 2.025. Its calculated total energy is -84672.6578 eV. As for the multiplicity: 3.

Each line ends with the Mulliken spin population.
Geometry (Å):
P 1.266 2.629 0.561  0.013
P -1.783 1.243 0.225  0.016
C 0.162 2.852 -0.955  0.029
C -1.193 3.167 -0.356  0.009
H 0.220 1.844 -1.378  -0.002
H 0.657 3.522 -1.650  0.001
H -1.114 3.720 0.582  -0.002
H -1.941 3.598 -1.007  -0.002
C -2.647 1.174 -1.390  -0.001
H -3.445 0.426 -1.386  0.000
H -1.912 0.974 -2.168  -0.001
H -3.094 2.158 -1.546  0.001
C -3.292 1.152 1.304  0.002
H -4.137 1.426 0.656  0.000
H -3.212 1.799 2.197  -0.004
H -3.367 0.092 1.610  0.000
C 2.773 2.574 -0.391  0.004
H 3.661 2.537 0.229  -0.002
H 2.806 3.476 -0.981  0.001
H 2.778 1.734 -1.069  -0.004
C 1.328 4.367 1.146  0.002
H 0.332 4.681 1.481  0.001
H 1.672 4.952 0.285  0.003
H 2.037 4.428 1.981  -0.004
Ni -0.320 1.880 1.436  0.056
C -0.735 -1.388 -2.341  0.000
C -0.434 -1.372 -3.662  0.000
C 0.624 -2.175 -4.301  0.000
C 1.727 -2.728 -3.337  0.000
C 2.549 -1.585 -2.818  0.000
C 2.408 -0.951 -1.659  -0.001
C 1.358 -1.308 -0.652  0.029
C 0.001 -1.895 -1.132  0.005
C 1.685 0.919 3.360  1.003
H -1.741 -1.064 -2.089  0.000
H -1.040 -0.797 -4.367  0.000
H 1.123 -1.548 -5.068  0.000
H 0.137 -3.043 -4.786  0.000
H 1.310 -3.331 -2.516  0.000
H 2.290 -3.418 -3.996  0.000
H 3.295 -1.244 -3.547  0.000
H 3.175 -0.251 -1.281  -0.001
H 1.194 -0.388 -0.070  -0.037
H 1.779 -2.022 0.075  0.000
H 0.077 -3.003 -1.104  -0.002
H -0.676 -1.586 -0.311  -0.005
H 0.805 1.078 4.035  0.015
H 2.180 1.729 2.846  -0.137
H 2.004 -0.098 3.286  0.031
F -2.432 -4.946 2.812  -0.004
C -1.718 -3.799 3.114  -0.025
C -2.179 -2.964 4.122  0.063
C -1.538 -1.699 4.317  -0.052
C -0.417 -1.487 3.599  0.835
C 0.036 -2.224 2.550  0.062
C -0.611 -3.480 2.347  0.067
H -3.034 -3.253 4.718  0.004
H -2.004 -0.986 5.009  0.025
H 0.865 -1.962 1.897  0.000
H -0.296 -4.135 1.532  0.007